Record 1
DFT (the ωB97M-V functional and the def2-TZVPD basis) results for a cluster of 2 separate species, C3H6ClNO2 in total at a distorted geometry.

Positions of all 13 atoms, in Å:
C 0.8046 0.9685 0.8567
C 0.4189 -0.5523 -1.2641
C -0.1249 0.0660 -0.0891
N -1.3469 0.5480 -0.2666
O 1.0161 0.7638 2.0025
O 1.0716 1.8430 0.0052
Cl -0.3205 -1.8355 1.8153
H 0.6192 -1.5889 -0.9412
H 1.3491 -0.2433 -1.5368
H -0.2827 -0.4332 -2.0421
H -1.8538 0.4714 -1.1591
H 0.4834 -0.7999 1.9706
H -1.8342 0.7924 0.6485

Forces on the atoms, in the same order (eV/Å):
-0.645 1.338 -4.007
-0.589 -2.603 1.130
-0.724 3.257 -0.833
-0.733 -0.574 2.721
0.647 -1.011 3.023
0.033 -0.846 1.036
-0.165 -0.640 0.107
-0.569 -0.114 -0.620
2.498 1.435 -0.650
-0.544 -0.493 -1.256
0.252 -0.124 0.967
0.086 0.380 0.570
0.451 -0.003 -2.188

Output
HOMO-LUMO gap = 0.3722 hartree
calculated total energy = -783.2995 hartree
E_LUMO = 0.059 eV
highest occupied orbital energy = -10.1 eV

Atom charges from the Löwdin analysis, given in e for atoms 1 to 8: number 1, C, carries -0.678; number 2, C, carries -0.025; number 3, C, carries -0.339; number 4, N, carries 0.167; number 5, O, carries 0.050; number 6, O, carries 0.058; number 7, Cl, carries 0.389; number 8, H, carries 0.107



Record 2
DFT (the ωB97M-V functional and the def2-TZVPD basis) results for a structure of composition C18H26N2O4PRu at a distorted geometry.

Positions of all 52 atoms, in Å:
Ru -0.4044 -1.2441 -0.2579
N -1.3836 -0.7055 -2.0157
N -2.5967 0.0047 -1.6454
C -3.0269 -0.0534 -0.3246
O -4.0818 0.5846 -0.0711
O -2.1852 -0.7362 0.4733
H -0.8726 -0.1489 -2.6863
H -1.6796 -1.5444 -2.4848
H -3.2952 0.2697 -2.3413
C -0.4535 -1.9438 2.7881
O -0.3446 -2.4966 1.4513
C -0.8831 -3.8020 1.2773
C -0.1757 -4.3821 -0.0372
O 0.1018 -3.3205 -0.9246
C 0.5005 -3.6640 -2.2419
H -1.4276 -1.4046 2.8408
H 0.3981 -1.2671 2.9584
H -0.3876 -2.8148 3.4777
H -1.9889 -3.7006 1.1170
H -0.6762 -4.5208 2.1524
H -0.7517 -5.0917 -0.6521
H 0.7728 -4.8031 0.2566
H 1.2475 -4.4682 -2.3090
H 0.9747 -2.8180 -2.6462
H -0.3972 -3.9938 -2.8744
C 2.0961 0.7000 -1.4889
P 0.7129 0.6710 -0.2957
C -0.2353 2.0967 -0.8536
C -1.0996 2.8375 -0.0696
C -1.6591 4.0042 -0.5705
C -1.7092 4.2837 -1.9292
C -1.0493 3.4091 -2.7648
C -0.1961 2.4246 -2.2319
C 1.3884 1.2462 1.2581
C 2.0410 0.2396 2.0130
C 2.6004 0.4974 3.2892
C 2.8473 1.8404 3.5776
C 2.2696 2.8676 2.7851
C 1.5459 2.5941 1.6025
H 2.5232 1.7141 -1.7276
H 1.8445 0.2741 -2.4948
H 2.9675 0.0957 -1.1693
H -1.3205 2.7134 0.9798
H -1.9511 4.6553 0.2287
H -2.3942 5.1022 -2.2488
H -1.1363 3.4345 -3.8810
H 0.5568 2.0181 -2.9329
H 2.0788 -0.7838 1.6064
H 2.9636 -0.4015 3.8273
H 3.5621 2.1199 4.3023
H 2.5102 3.9131 2.9127
H 1.2594 3.4980 0.9960

Forces on the atoms, in the same order (eV/Å):
-1.453 -3.376 -0.697
-1.352 0.847 0.401
0.957 0.109 -0.185
-3.307 2.201 0.621
4.079 -2.626 -0.131
-1.168 0.507 -0.366
0.131 0.263 -0.277
0.114 -0.820 -0.365
0.431 -0.327 -0.065
-0.474 -0.274 0.872
1.441 1.201 0.534
-0.742 -1.999 -1.581
-0.706 -0.426 1.112
-0.163 1.901 0.187
-1.302 -1.842 -1.277
0.710 -0.473 0.256
-0.525 -0.342 -0.161
-0.216 0.875 -0.227
0.845 -0.205 0.293
-0.191 1.417 -1.195
-0.163 -0.140 0.982
0.310 -0.395 0.057
-0.272 0.071 0.578
0.441 1.245 -0.688
1.137 0.508 0.883
1.017 -0.325 -1.612
2.541 2.746 0.735
-0.739 -0.460 -0.948
1.221 -1.466 0.620
-0.183 1.296 -0.317
-1.290 0.447 -0.698
-1.068 1.144 -1.580
0.978 -0.255 0.678
0.948 -0.712 -0.069
-0.852 0.163 0.813
0.298 -0.560 -1.958
-1.100 0.407 -1.097
0.300 -0.763 -1.113
0.330 0.748 1.055
-0.661 -0.661 0.702
-0.063 0.158 0.765
-0.602 0.185 0.271
0.342 -0.802 0.201
-0.750 0.795 -0.187
0.963 -0.616 -0.112
0.085 0.406 1.132
-0.612 -0.087 0.570
-0.183 0.346 0.350
0.077 1.140 -0.040
0.285 0.209 1.140
0.107 -0.046 0.594
0.047 -1.335 0.542

Output
multiplicity = 5
expectation value of S² = 6.035
net charge = +3
HOMO-LUMO gap (spin up / spin down) = 0.2444 / 0.1425 hartree
calculated total energy = -1546.9389 hartree
E_LUMO (spin up / spin down) = -11.250 / -14.051 eV
highest occupied orbital energy (spin up / spin down) = -17.9 / -17.9 eV

Atom charges from the Löwdin analysis, given in e for atoms 1 to 8: number 1, Ru, carries 1.352; number 2, N, carries -0.015; number 3, N, carries 0.043; number 4, C, carries -0.589; number 5, O, carries 0.109; number 6, O, carries -0.161; number 7, H, carries 0.105; number 8, H, carries 0.130



Record 3
DFT (the ωB97M-V functional and the def2-TZVPD basis) results for a cluster of 2 separate species, C6H12N2 in total at a distorted geometry.

Positions of all 20 atoms, in Å:
C -2.1343 -0.6800 1.6093
C -1.8766 1.9015 -0.9815
C -1.7476 0.6073 0.7796
C -0.4269 1.0870 0.6487
N -2.5578 1.0562 -0.2286
N -0.6102 1.9647 -0.4096
H -2.2131 2.4819 -1.8327
H 0.0864 2.5467 -0.8220
H 0.6648 1.1867 0.9836
H -2.9055 -0.6346 2.3799
H -1.3621 -1.2749 2.0849
H -2.4570 -1.5010 0.8657
C 1.4869 -0.8876 -0.6767
C 2.9168 -1.3645 -0.5321
H 0.6782 -1.4391 -0.0241
H 1.4068 0.1380 -0.4788
H 1.2583 -1.0783 -1.7562
H 3.5328 -0.7992 0.1755
H 3.3836 -0.9425 -1.4107
H 2.8763 -2.3681 -0.3743

Forces on the atoms, in the same order (eV/Å):
-0.252 -0.740 -1.904
0.742 -1.342 2.900
-2.356 -4.325 0.804
1.950 4.518 -2.919
-0.471 -0.245 0.675
0.882 -0.079 -0.370
0.075 -0.151 0.090
0.836 0.259 0.002
-2.244 -1.031 0.568
-0.275 0.711 -0.423
1.024 0.974 0.173
-0.146 1.657 0.635
-1.645 -2.214 -0.198
0.053 3.903 0.058
1.602 0.859 -1.107
-0.041 1.460 -0.060
-0.499 0.290 0.974
-0.536 -0.572 0.857
0.425 -1.103 -0.808
0.875 -2.829 0.053

Output
multiplicity = 2
expectation value of S² = 0.763
net charge = +1
HOMO-LUMO gap (spin up / spin down) = 0.3950 / 0.2400 hartree
calculated total energy = -344.9496 hartree
E_LUMO (spin up / spin down) = -3.911 / -8.164 eV
highest occupied orbital energy (spin up / spin down) = -14.7 / -14.7 eV

Atom charges from the Löwdin analysis, given in e for atoms 1 to 8: number 1, C, carries 0.009; number 2, C, carries 0.001; number 3, C, carries -0.177; number 4, C, carries 0.083; number 5, N, carries 0.141; number 6, N, carries 0.093; number 7, H, carries 0.159; number 8, H, carries 0.160



Record 4
DFT (the ωB97M-V functional and the def2-TZVPD basis) results for an isolated molecule of C7H8N2O5 at a distorted geometry.

Positions of all 22 atoms, in Å:
C -0.4456 1.8015 -1.2145
C 0.6763 2.2481 -0.3483
C -0.9186 0.5256 -1.1629
C 1.2203 1.3566 0.4853
C -0.2505 -0.5379 -0.3219
C 0.6243 0.0634 0.8115
C -1.1582 -1.6757 -0.0337
N 0.7639 -1.0083 -1.4140
N -0.4182 0.2723 2.0600
O 1.8708 -0.5353 -1.3760
O 0.3718 -1.7729 -2.2398
O -1.2515 1.0783 1.9938
O -0.3022 -0.4967 2.8903
O 1.6944 -0.8436 1.3267
H -1.0436 2.6703 -1.6646
H 1.2118 3.0915 -0.5984
H -1.7157 0.1425 -1.8188
H 2.1939 1.6084 0.8626
H -1.5043 -2.1911 -0.9782
H -2.1619 -1.6203 0.4428
H -0.7794 -2.5506 0.5814
H 1.3223 -1.6264 1.7170

Forces on the atoms, in the same order (eV/Å):
-2.054 0.774 0.916
-1.031 -3.507 -0.278
-0.172 1.907 -0.405
0.511 1.530 -0.470
0.796 0.667 -0.679
0.932 -2.212 1.518
-1.939 -3.772 0.416
0.820 -0.199 1.020
2.080 0.635 -4.471
0.343 0.256 -0.160
-0.598 -0.841 -1.008
-2.667 3.536 -0.992
1.030 -4.832 5.126
-1.740 2.686 -1.598
0.962 -1.793 -0.016
0.811 1.929 -0.337
0.332 0.455 0.442
0.144 -0.304 0.688
0.901 0.811 0.624
0.724 1.550 0.020
0.512 1.190 -0.706
-0.699 -0.466 0.348

Output
HOMO-LUMO gap = 0.3242 hartree
calculated total energy = -756.9731 hartree
E_LUMO = -0.480 eV
highest occupied orbital energy = -9.3 eV

Atom charges from the Löwdin analysis, given in e for atoms 1 to 8: number 1, C, carries -0.030; number 2, C, carries -0.039; number 3, C, carries -0.017; number 4, C, carries -0.021; number 5, C, carries -0.313; number 6, C, carries -0.244; number 7, C, carries -0.034; number 8, N, carries -0.342



Record 5
DFT (the ωB97M-V functional and the def2-TZVPD basis) results for an isolated molecule of C11H12N2O2 at a distorted geometry.

Positions of all 27 atoms, in Å:
C 1.3329 -2.5898 -1.4233
C 0.5284 -2.9981 -0.3435
C 1.1871 -1.2754 -1.8411
C -0.5164 -2.2314 0.1903
C 0.2566 -0.4919 -1.2154
C -0.6518 -0.9252 -0.2899
C 1.7745 2.1385 1.2324
C -1.5019 0.7116 1.2801
C -1.7009 -0.0574 0.1942
C 2.9077 2.7316 0.7064
C -2.9492 0.1025 -0.6905
N 0.9731 1.3153 1.5313
N 0.0238 0.5425 1.8296
O -2.1034 1.5593 2.0224
O -3.4163 1.3530 -0.6512
H 1.9376 -3.3431 -1.8905
H 0.8142 -4.0230 -0.0835
H 1.8898 -0.9602 -2.6310
H -1.1286 -2.5301 1.0605
H 0.1432 0.5376 -1.4316
H 3.6929 1.9405 0.2829
H 3.3511 3.5035 1.4551
H 2.6796 3.4134 -0.1638
H -3.8363 -0.5421 -0.5351
H -2.4268 0.0050 -1.6536
H -0.0040 0.3653 2.7692
H -3.2568 1.7480 0.2898

Forces on the atoms, in the same order (eV/Å):
-1.625 0.550 1.103
0.388 -1.135 -0.654
1.670 -1.044 -0.827
0.884 -0.198 0.310
-0.142 0.894 -0.685
0.316 -1.865 0.581
-4.570 -3.758 1.395
-0.659 1.977 1.463
-1.116 0.448 0.889
4.147 1.848 -1.616
1.822 -1.470 0.172
2.774 3.424 -1.145
-0.584 -0.474 -2.182
0.762 -1.730 -1.930
-0.854 4.594 2.452
0.534 0.157 -0.161
-0.870 0.251 0.685
-0.711 0.413 0.404
0.353 -0.144 -0.772
0.146 1.021 -0.715
-1.493 1.725 1.217
-0.422 -1.675 -1.083
-0.190 -0.860 0.754
0.929 -0.769 -0.093
-0.973 -0.675 -0.418
-0.038 -0.594 3.020
-0.479 -0.910 -2.165

Output
HOMO-LUMO gap = 0.2676 hartree
calculated total energy = -686.1446 hartree
E_LUMO = -0.106 eV
highest occupied orbital energy = -7.4 eV

Atom charges from the Löwdin analysis, given in e for atoms 1 to 8: number 1, C, carries -0.100; number 2, C, carries -0.086; number 3, C, carries -0.091; number 4, C, carries -0.011; number 5, C, carries -0.076; number 6, C, carries -0.266; number 7, C, carries -0.008; number 8, C, carries -0.347



Record 6
DFT (the ωB97M-V functional and the def2-TZVPD basis) results for an isolated molecule of C13H8N4OS3 at a distorted geometry.

Positions of all 29 atoms, in Å:
O 4.6103 -0.3047 3.0234
N 2.7030 -1.4750 2.5405
N 1.4766 -1.4942 2.1329
N 1.4461 4.4128 1.3996
S -0.2670 4.3264 1.0907
S 3.4248 2.6062 2.2896
S -1.8888 1.6927 1.5748
C 3.4403 -0.2916 2.6668
C 1.8621 3.2174 1.7593
C -0.3710 2.6138 1.5220
C 2.7887 0.9605 2.3533
C 0.8859 2.1696 1.7945
C 1.4700 0.9012 2.1074
C 0.7314 -1.6035 -1.4527
C -0.5504 -1.9412 -1.0337
C 1.1285 -0.2612 -1.5725
C -1.4288 -0.9251 -0.6731
C 0.2361 0.7470 -1.1999
C -1.0506 0.4148 -0.7422
N 0.8251 -0.3018 1.9966
C -2.0435 1.4412 -0.2512
H 1.4792 -2.3836 -1.6729
H -0.8507 -2.9966 -0.9947
H 2.1119 0.0326 -1.8621
H -2.4371 -1.2172 -0.3540
H 0.5422 1.7888 -1.3035
H -0.0375 -0.2418 1.4270
H -3.0444 1.0906 -0.4245
H -1.8464 2.3682 -0.7954

Forces on the atoms, in the same order (eV/Å):
-0.619 -0.537 -0.171
-2.081 -0.587 -0.923
0.943 1.282 0.544
-0.950 -0.573 -0.123
2.030 -1.347 1.020
0.493 -0.006 -0.135
0.457 0.577 -0.640
1.880 1.409 0.565
-0.912 0.269 -0.151
-0.365 0.890 -0.368
-0.456 0.126 0.174
-0.611 0.160 0.090
-0.483 -0.486 -0.456
1.012 0.032 -0.257
0.227 -0.083 -0.084
-1.266 -0.266 0.847
-0.186 -0.589 -0.111
-0.300 -0.186 -0.171
-0.061 -0.148 0.153
0.233 -0.076 -0.453
1.140 -0.052 -0.302
-0.587 0.377 0.040
0.113 0.566 0.074
0.547 -0.131 -0.311
0.360 0.337 -0.033
-0.156 -0.174 0.135
0.493 -0.956 0.702
-0.499 0.029 -0.033
-0.394 0.141 0.377

Output
HOMO-LUMO gap = 0.2934 hartree
calculated total energy = -1988.9678 hartree
E_LUMO = -0.903 eV
highest occupied orbital energy = -8.9 eV

Atom charges from the Löwdin analysis, given in e for atoms 1 to 8: number 1, O, carries 0.051; number 2, N, carries 0.107; number 3, N, carries 0.065; number 4, N, carries -0.239; number 5, S, carries 0.981; number 6, S, carries 1.104; number 7, S, carries 0.917; number 8, C, carries -0.489